# 1
A cluster of 2 separate species, C4H12NPS2 in total in a non-equilibrium geometry. Source: OMol25; level of theory: wB97M-V/def2-TZVPD.

Calculated values
- E_LUMO: 0.8 eV
- Net charge: 0
- Molar mass: 169.3 g/mol
- Energy relative to the best compared isomer or geometry (same formula, charge and spin): 258.8 kJ/mol
- SMILES: CCP(S)SC.C=N

Geometry as XYZ:
```
20
Properties=species:S:1:pos:R:3:forces:R:3:lowdin_charge:R:1
S -1.41615 1.86811 0.56576 0.4 1.1 -0.8 0.478
S -0.07817 -0.81201 1.83462 -1.3 -0.2 0.8 0.404
P -0.58405 0.04243 -0.00435 -0.9 -0.4 -0.3 0.303
N 3.06028 -0.19260 0.82860 0.2 0.2 0.6 0.012
C 3.18549 -0.28767 -0.41476 -2.6 -2.4 1.0 -0.113
C -2.24192 -0.85757 -0.27669 1.2 0.9 0.5 -0.542
C -1.91103 -2.36636 -0.27757 -1.4 0.1 0.1 -0.223
C -0.19059 2.93295 -0.29868 -1.3 -0.3 -1.1 -0.487
H -0.33791 3.22775 -1.35435 -0.2 -1.0 0.3 0.052
H -2.57279 -0.39411 -1.25201 0.1 -0.9 1.0 0.075
H 3.62182 0.55533 1.16235 0.8 0.9 0.8 0.035
H -2.94333 -0.55700 0.52455 0.3 -0.1 -0.4 0.055
H -0.10427 3.85426 0.14457 -0.6 2.4 1.6 -0.015
H 3.75345 0.30135 -1.04152 1.3 1.2 -1.4 0.046
H -1.78824 -2.55835 -1.34230 0.8 -0.8 0.2 0.058
H 1.19758 -0.72704 1.62412 1.5 0.1 -0.2 -0.282
H 0.78025 2.61288 -0.10880 1.7 -1.4 -0.2 -0.015
H -2.84731 -2.90077 -0.00269 0.7 0.1 0.0 0.070
H -1.08895 -2.67157 0.45003 -1.0 0.4 -1.4 0.028
H 2.50584 -1.07001 -0.76086 0.5 0.1 -1.1 0.061
```
Forces are in eV/Å.

***

# 2
A cluster of 5 separate species, C5H22N2O4S in total. Source: OMol25; level of theory: wB97M-V/def2-TZVPD.

Calculated values
- E_LUMO: 0.6 eV
- Net charge: 0
- Molar mass: 206.3 g/mol
- Energy relative to the best compared isomer or geometry (same formula, charge and spin): 0.0 kJ/mol
- SMILES: C[C@H](CCS)NCN.O.O.O.O

Geometry as XYZ:
```
34
Properties=species:S:1:pos:R:3:forces:R:3:lowdin_charge:R:1
S -1.06331 -2.05000 -3.27066 0.0 0.1 0.1 0.710
O -2.35258 1.35924 1.36064 -0.2 0.0 -0.2 -0.074
O -2.00753 1.21730 -1.55507 0.0 -0.2 0.0 -0.080
O -2.40337 -1.41247 1.25052 0.0 -0.3 -0.1 -0.060
O 0.25931 2.59043 -0.60689 0.0 0.2 0.0 -0.074
N 0.57114 1.47665 2.09784 0.2 0.2 -0.1 0.015
N 0.40331 -0.52668 0.77999 0.1 -0.4 -0.1 -0.045
C 2.65996 0.06636 -0.20524 0.0 0.2 0.0 -0.054
C 1.49030 -0.90928 -0.14986 -0.5 0.2 -0.1 -0.383
C 0.78906 0.02769 2.07208 -0.5 0.3 0.0 -0.268
C -0.19972 -2.08338 -1.67172 -0.1 0.0 0.0 -0.574
C 0.89325 -1.03360 -1.55535 0.2 -0.2 0.1 -0.243
H -1.53334 -0.79371 -3.16015 0.0 -0.1 0.0 -0.158
H 0.51646 -0.05207 -1.85124 -0.1 0.1 -0.1 0.101
H -0.02313 3.49365 -0.41803 0.0 -0.1 -0.1 0.064
H 0.20492 -3.09344 -1.59161 0.1 0.0 0.0 0.073
H -0.91304 -1.99073 -0.85652 -0.1 0.1 -0.1 0.032
H -1.95470 0.38959 -1.05729 0.0 0.2 -0.1 0.008
H 3.35153 -0.24135 -0.98384 0.2 -0.1 0.0 0.080
H 1.07852 1.93213 2.84703 0.0 -0.1 0.0 0.084
H 1.84141 -0.15371 2.26293 0.1 -0.2 0.0 0.106
H 1.81744 -1.90193 0.16410 0.3 0.0 0.1 0.141
H 2.32771 1.07201 -0.47142 -0.1 -0.1 0.0 0.072
H -2.72509 1.68313 0.52690 0.2 0.1 0.1 0.033
H 0.20108 -0.47604 2.84634 0.1 0.0 0.1 0.111
H -1.20742 1.72371 -1.30308 -0.1 -0.2 0.0 -0.001
H 0.49363 2.22799 0.27285 0.0 0.0 0.2 0.001
H -1.43387 -1.49677 1.20842 0.2 0.1 -0.1 0.016
H -0.23299 0.11240 0.31705 0.1 0.2 0.1 0.070
H 3.21446 0.13739 0.72850 0.0 -0.1 0.0 0.068
H 1.69055 -1.28962 -2.25455 0.0 0.1 0.0 0.115
H -2.75151 -2.10661 0.67689 0.0 0.1 0.2 0.061
H -2.58577 0.41402 1.34281 0.0 0.0 0.2 0.000
H -0.41667 1.68772 2.20764 -0.1 -0.1 0.0 0.051
```
Forces are in eV/Å.

***

# 3
A cluster of 6 separate species, C22H53BO11 in total in a non-equilibrium geometry. Source: OMol25; level of theory: wB97M-V/def2-TZVPD.

Calculated values
- E_LUMO: 0.5 eV
- Net charge: 0
- Molar mass: 504.5 g/mol
- SMILES: CCCCCCCC[C@@H]1OC(=O)O[C@]1(O)B(O)OC.CCO.CCO.CCO.CCO.CCO

Geometry as XYZ:
```
87
Properties=species:S:1:pos:R:3:forces:R:3:lowdin_charge:R:1
O 0.52844 1.57572 -1.77437 0.0 0.0 -0.1 -0.090
O 3.03067 -4.34119 -1.79724 0.0 0.0 -0.1 -0.096
O 2.45156 -1.24672 5.06372 1.1 -0.4 1.0 0.184
O -7.56163 2.42955 1.79561 0.0 0.0 0.0 -0.088
O -0.01684 -1.12170 0.19131 0.4 -0.1 0.2 0.040
O 1.00938 -1.83514 3.46509 -0.3 -0.2 -0.1 0.111
O -0.54580 -3.19632 1.26254 0.8 0.0 -0.2 0.173
O -2.27464 3.72827 -4.64701 0.1 0.0 -0.1 -0.093
O -2.68798 0.54896 0.18696 -0.1 -0.1 0.0 -0.098
O -1.29659 -1.54032 3.44824 0.3 0.0 0.4 0.047
O 1.25693 0.29835 3.99406 -0.4 0.3 0.0 0.119
C 0.14014 0.30364 3.07493 0.0 0.1 -0.1 -0.157
C 4.48063 -2.27067 1.97535 0.1 -0.2 -0.1 -0.199
C -0.07366 -1.20574 2.78549 -0.5 0.2 -0.2 -0.314
C -0.99021 3.22795 -0.87309 0.1 -0.1 -0.1 -0.071
C 4.80350 -1.06249 1.07350 0.0 0.0 0.1 -0.200
C 4.07890 0.23596 1.45252 -0.2 -0.1 -0.1 -0.196
C 1.81887 1.46815 1.44641 0.1 0.1 -0.2 -0.155
C 2.58212 0.17521 1.12873 0.2 -0.1 0.0 -0.188
C 1.64282 -0.94128 4.27145 -0.6 0.2 -0.8 -0.578
C 0.46453 -1.74081 -1.01280 -0.3 0.1 -0.3 -0.023
C 3.17954 -5.46392 -2.66275 0.0 0.0 0.0 -0.317
C 0.38206 1.33521 1.97812 0.1 0.1 0.0 -0.112
C -1.28842 5.67756 -5.73354 0.0 0.0 0.1 -0.091
C -4.90721 -0.18934 0.88934 0.0 0.1 0.1 -0.078
C -7.37876 3.47429 0.84633 0.0 0.0 0.1 -0.327
C -0.13362 2.81511 -2.05213 0.0 -0.1 0.1 -0.296
C 3.43990 -3.23542 1.39001 0.0 -0.3 0.2 -0.246
C -6.06428 4.20716 1.03749 0.0 -0.1 0.0 -0.090
C -3.91938 -0.02679 -0.24768 0.0 0.0 0.1 -0.300
C -1.17162 4.19788 -5.42068 -0.2 0.0 -0.1 -0.322
C 4.62835 -5.88410 -2.81482 0.0 0.0 0.1 -0.091
C 2.96624 -4.29650 2.40578 0.0 0.1 -0.1 -0.083
B -0.18120 -1.85542 1.31153 0.0 -0.2 0.0 -0.587
H 3.49527 -5.24612 2.27061 0.0 0.2 0.1 0.072
H 5.05994 -6.11877 -1.84137 0.0 0.0 0.0 0.075
H -5.10908 0.77355 1.35946 0.0 0.0 0.0 0.063
H 4.52727 -1.31206 0.03794 0.2 0.0 0.1 0.107
H -2.18873 5.87948 -6.31881 0.0 0.0 0.0 0.072
H -7.55906 2.81828 2.67664 0.0 0.0 0.0 0.081
H -3.72874 -0.99178 -0.73038 0.0 0.0 0.0 0.111
H -4.51064 -0.86241 1.65364 0.0 0.0 0.0 0.075
H 5.88504 -0.88262 1.09190 -0.2 0.0 -0.1 0.104
H 0.65223 3.54438 -2.25377 0.1 -0.1 0.0 0.112
H -0.36018 -1.84905 -1.72372 0.1 -0.1 0.1 0.105
H 3.52560 -3.60542 -2.17444 0.0 0.0 0.0 0.084
H 5.21970 -5.08079 -3.26063 0.0 0.0 0.0 0.073
H 1.75815 2.04469 0.51471 0.0 0.0 0.2 0.101
H -0.28237 4.00211 -4.82339 0.0 0.0 0.0 0.098
H 1.20780 -1.06242 -1.44082 -0.1 -0.1 0.1 0.087
H 2.48715 -0.03942 0.05776 -0.1 -0.1 0.1 0.107
H 4.20115 0.43026 2.52822 0.1 0.0 -0.2 0.120
H 3.87130 -3.76402 0.53310 -0.1 0.3 0.0 0.091
H -0.75014 2.71752 -2.94882 0.0 0.0 0.0 0.087
H 2.57651 -2.67933 1.00125 0.1 0.0 0.1 0.080
H -7.40586 2.98806 -0.12860 0.0 0.0 0.0 0.109
H -6.02751 4.68617 2.01888 0.0 0.0 0.0 0.073
H -1.49879 4.17827 -1.04206 0.0 0.0 -0.1 0.078
H 2.59438 -6.26158 -2.20644 0.0 0.0 0.0 0.112
H 4.71398 -6.76227 -3.45604 0.0 0.0 0.0 0.074
H 1.89568 -4.51344 2.30023 0.2 -0.1 0.0 0.051
H -8.21795 4.17687 0.89179 0.0 0.0 0.0 0.106
H -4.30830 0.65576 -1.00355 0.0 0.0 0.0 0.113
H 5.40624 -2.84189 2.13627 -0.2 0.1 0.0 0.113
H -0.16413 0.93199 -1.58042 0.0 0.0 0.1 0.063
H -1.35200 6.25457 -4.81056 0.0 0.0 0.0 0.076
H 0.10551 2.30006 2.42385 0.0 -0.1 -0.2 0.125
H 0.91837 -2.71560 -0.82203 -0.1 0.1 0.0 0.081
H 3.11240 -3.95886 3.43634 0.0 0.0 -0.1 0.074
H -0.37016 3.31641 0.02028 0.0 0.0 0.0 0.063
H -0.42789 6.02687 -6.30580 0.0 0.0 0.0 0.074
H 4.52541 1.07186 0.89764 0.0 0.0 0.2 0.115
H -3.07538 3.87956 -5.16013 0.0 0.0 0.1 0.080
H -2.31115 -0.03776 0.85254 0.0 0.0 0.0 0.062
H -5.22660 3.51145 0.97180 0.0 0.0 0.0 0.066
H 0.17902 -3.80963 1.45560 -0.3 0.1 0.1 0.098
H -1.22104 -2.45814 3.75182 -0.1 0.1 -0.3 0.119
H -1.09265 3.61558 -6.34465 0.1 0.0 0.0 0.110
H -0.74302 0.61029 3.64452 0.1 -0.1 -0.1 0.162
H -1.72876 2.44238 -0.70416 -0.1 0.2 0.2 0.053
H 2.40183 2.07680 2.14988 -0.1 -0.2 0.0 0.116
H -5.85225 -0.59933 0.53112 0.0 0.0 0.0 0.079
H 4.15820 -1.94826 2.97475 0.0 0.1 -0.2 0.102
H -0.33054 1.17282 1.16195 0.1 -0.1 0.1 0.093
H 2.16605 -0.68517 1.66056 0.0 0.2 -0.1 0.085
H -5.93453 4.98059 0.27918 0.0 0.0 0.0 0.074
H 2.74049 -5.24558 -3.64200 0.0 0.0 0.0 0.109
```
Forces are in eV/Å.